46
Properties=species:S:1:pos:R:3:forces:R:3 method="wB97M-V/def2-TZVPD" gap_ev="9.42 / 4.58" spin_multiplicity=2 e_tot_ha=-1481.54223 e_lumo_ev="2.580 / -2.046" fmax_ev_per_a=6.16 charge=-1
S -3.18275 1.90946 -1.99874 0.264 1.408 -1.463
F -3.18735 1.92371 0.58688 -1.107 0.571 0.429
F -4.95283 0.87067 -0.14056 0.176 0.240 0.098
F -4.99286 3.06145 -0.26603 1.568 -1.644 0.451
O 4.54530 -2.66829 1.65123 -0.033 -0.289 0.302
O -0.97577 -1.84194 -1.56917 1.913 0.359 -0.983
O -2.70102 3.30774 -2.11999 -0.488 -1.694 0.743
O -4.08180 1.53265 -3.09274 0.420 -0.024 1.563
O 0.49972 0.89573 -1.07639 1.263 -1.111 -2.738
O -2.09696 0.93466 -1.75999 -0.878 0.360 0.216
C -1.46736 -3.99346 -0.73296 0.432 -1.793 0.077
C -2.26378 -1.90476 0.26906 -1.516 0.361 2.034
C 3.66255 -1.65364 2.14741 0.805 0.896 -0.028
C -4.16606 1.93676 -0.31830 0.372 0.617 -1.969
C -1.14004 -2.59773 -0.38283 -0.823 0.858 -1.627
C 4.49008 -0.54050 2.75064 -0.482 0.256 0.875
C 2.90016 -1.04735 1.00107 -1.008 -0.786 -0.446
B 0.49352 3.71966 -2.31197 2.454 -1.998 -3.766
B 0.27189 1.86539 1.40262 0.159 -0.029 0.544
H 1.89009 -0.70359 1.22395 0.168 0.364 0.430
H -3.14408 -1.74329 -0.35313 0.358 0.196 -0.744
H 3.02786 -2.10649 2.90912 -0.211 0.120 0.060
H 3.47961 -0.23020 0.57141 -0.205 -0.202 -0.335
H 1.31360 3.02428 -2.22163 3.072 -2.383 0.237
H 0.61691 1.70955 -1.57195 0.489 0.910 -0.920
H -1.90942 -0.94563 0.64668 -0.328 0.064 0.077
H -0.77210 -4.51546 -1.39039 0.650 0.390 0.109
H 4.04324 -3.47881 1.76347 0.260 -0.254 -0.268
H -0.25373 1.02798 0.97052 -2.559 -3.234 -1.099
H 3.78176 0.18949 3.14243 -0.118 0.082 0.202
H -1.81316 -1.74322 -2.02813 -0.190 0.121 0.199
H 5.04453 0.03703 2.01096 0.351 -0.478 -0.065
H 1.30483 1.70850 1.13309 4.289 -0.242 -0.871
H -2.38894 -4.11612 -1.30195 -0.489 0.299 0.546
H -0.11773 3.80067 -1.42650 -3.978 1.699 4.387
H 0.13466 1.84249 2.47261 -0.421 -0.005 3.946
H -0.23619 -2.50374 0.21910 0.162 -0.067 -0.211
H -0.41030 0.65007 -1.25833 -1.942 -0.608 -0.390
H 0.88748 4.71981 -2.40537 1.389 4.342 1.401
H 5.09827 -0.87858 3.58964 0.263 0.034 -0.176
H -2.75593 -2.47107 1.05973 0.501 -0.111 0.662
H 0.51963 1.18235 -0.16040 0.033 0.422 3.110
H 2.73156 -1.87375 0.31061 0.172 0.256 -0.565
H -0.12066 2.77578 0.97677 -1.553 3.800 -1.839
H -1.44870 -4.53548 0.21254 -0.568 -0.496 -0.073
H -0.15790 3.46729 -3.13428 -3.087 -1.578 -2.121